This record from OMol25 describes a gas-phase ion, C4H12N2O (charge +1) at a distorted geometry. The level of theory is wB97M-V/def2-TZVPD.

XYZ file:
```
19
Properties=species:S:1:pos:R:3
C -0.2449 -0.6888 1.2420
O -1.0012 -1.3612 2.2463
C -0.6389 -1.0142 -0.1525
C 0.3487 -0.2229 -1.1251
C 1.5131 0.7893 -0.6447
N 1.2396 2.2011 -0.8031
N -2.0591 -0.8895 -0.5479
H 0.7421 -1.0137 1.5442
H -0.1491 0.4814 1.2038
H -0.4250 -2.0165 -0.4497
H 0.9347 -1.1465 -1.6003
H -0.2620 0.2482 -1.8999
H 1.4771 0.6471 0.4362
H 2.5445 0.5916 -1.0148
H 1.8786 2.8282 -0.5563
H 0.3860 2.6141 -0.3821
H -1.3351 -0.6432 2.6912
H -2.6342 -1.4785 0.0797
H -2.3150 0.0739 -0.2669
```

**Expectation value of S²**: 0.755
**Multiplicity**: 2
**Total charge**: +1
**Highest occupied orbital energy (alpha / beta)**: -0.499 / -0.496 Eh
**Relative energy (zero: lowest compared OMol25 entry of this formula, charge and spin)**: 76.80 kcal per mole
**Gap between HOMO and LUMO (alpha / beta)**: 9.9381 / 4.6678 eV



This record from OMol25 describes a molecular structure, C52H41CrN5O3PSe2 at a distorted geometry. The level of theory is wB97M-V/def2-TZVPD.

XYZ file:
```
105
Properties=species:S:1:pos:R:3
Cr 11.2866 9.1204 9.4199
C 7.8379 6.2005 9.4844
O 7.3602 7.5486 9.2992
C 8.4336 8.2941 9.5592
N 9.5882 7.7243 9.6437
C 9.3486 6.2399 9.5805
C 9.9166 5.4322 10.7105
C 9.5785 5.5885 12.0768
C 10.2762 4.9796 13.0970
C 11.2084 3.9845 12.7239
C 11.4228 3.7205 11.3925
C 10.8385 4.4681 10.3849
C 8.2814 9.7873 9.6889
C 7.1032 10.4940 9.9305
C 7.2628 11.8678 10.0395
C 8.4668 12.4710 9.8252
C 9.6334 11.6494 9.7609
N 9.5031 10.3664 9.6848
C 11.0483 12.0607 9.5847
N 11.9308 11.2223 9.0951
C 13.2804 11.7611 9.4424
C 12.9401 13.2433 9.7962
O 11.5064 13.2086 10.0991
C 14.3751 11.5706 8.3935
C 15.2912 12.6040 8.1373
C 16.3409 12.3943 7.2896
C 16.5928 11.1466 6.7909
C 15.7207 10.1035 7.1093
C 14.5667 10.3022 7.8294
H 7.4461 5.5619 8.7025
H 7.4542 5.7637 10.4083
H 9.8158 5.9177 8.6400
H 8.7026 6.1796 12.2793
H 10.1357 5.2407 14.1460
H 11.8158 3.5205 13.4947
H 12.2445 3.0339 11.1477
H 11.2633 4.4134 9.3822
H 6.0810 10.0729 9.9654
H 6.3559 12.4444 10.2812
H 8.5876 13.5679 9.9678
H 13.6102 11.2230 10.2944
H 13.0678 13.9568 9.0008
H 13.3816 13.5018 10.7202
H 15.2165 13.6466 8.5617
H 16.9923 13.2712 7.0596
H 17.3350 10.8466 6.0542
H 15.9391 9.1238 6.7458
H 13.8732 9.5002 7.9388
Se 10.6119 8.9820 6.4104
Se 11.4791 6.8885 6.4283
C 12.7597 6.8792 7.9813
C 13.7213 5.8814 7.8321
C 14.9265 6.1594 8.6121
C 14.8275 6.9037 9.7590
C 13.4170 7.1470 10.1926
N 12.6471 7.6690 9.0599
C 11.9121 9.9670 5.3829
C 11.8367 11.3601 5.5559
C 12.8293 12.1400 5.0511
C 13.8101 11.5305 4.2999
C 13.7931 10.1512 4.0802
N 12.8666 9.3938 4.6774
H 13.7138 5.1410 7.0679
H 15.9510 5.7827 8.3391
H 15.7128 7.1783 10.3895
H 12.9733 6.1878 10.6564
H 11.0135 11.7729 6.1440
H 12.6842 13.1830 5.2322
H 14.5229 12.1446 3.7497
H 14.5446 9.5837 3.5382
O 13.0578 9.3993 10.9476
C 13.2087 8.2138 11.2939
C 12.8642 7.9110 12.6505
C 13.4370 6.8375 13.3330
C 13.4281 6.6950 14.7279
C 12.7400 7.6152 15.4473
C 11.9440 8.5701 14.7773
C 11.9848 8.7716 13.4190
P 11.0279 10.1494 12.6644
C 9.4371 9.8907 13.6523
C 8.9451 8.5566 13.6694
C 7.6868 8.2388 14.2334
C 6.8973 9.2749 14.7150
C 7.3559 10.6122 14.6360
C 8.5777 10.8809 14.0912
C 11.8191 11.6259 13.2598
C 13.1407 11.5596 13.6773
C 13.8288 12.6800 14.0595
C 13.1572 13.9060 14.0239
C 11.8330 13.9624 13.6154
C 11.1585 12.8454 13.2096
H 14.0600 6.2566 12.6140
H 14.0089 5.8444 15.1325
H 12.7701 7.6391 16.5228
H 11.3252 9.2351 15.3435
H 9.5700 7.8056 13.2742
H 7.3288 7.2194 14.2382
H 5.9096 9.0367 15.0180
H 6.6421 11.3817 14.8590
H 8.7724 11.9551 13.8526
H 13.7305 10.6277 13.6178
H 14.8266 12.6134 14.4463
H 13.5735 14.7786 14.4506
H 11.2307 14.8835 13.5826
H 10.1309 12.9009 12.8235
```

**Expectation value of S²**: 6.015
**Multiplicity**: 5
**Total charge**: +1
**Highest occupied orbital energy (alpha / beta)**: -0.329 / -0.332 Eh
**Gap between HOMO and LUMO (alpha / beta)**: 5.6833 / 5.7438 eV



This record from OMol25 describes a molecular structure, C4H5N3O at a distorted geometry. The level of theory is wB97M-V/def2-TZVPD.

XYZ file:
```
13
Properties=species:S:1:pos:R:3
C 1.9797 -0.4609 -0.1577
C -0.4544 0.1621 0.1151
C -1.6187 1.0077 0.0391
C -2.0811 -1.0952 0.0874
H 3.5460 0.6883 0.9290
H 1.3277 -1.3189 -0.7364
H 1.0436 1.3849 -0.2111
H -1.6077 2.0362 -0.2523
H -2.7560 -1.8621 -0.1386
N 3.1884 -0.2292 0.0567
N 0.8189 0.5045 0.0507
N -0.7684 -1.0295 0.2173
O -2.6180 0.2120 0.0007
```

**Highest occupied orbital energy**: -0.285 Eh
**Relative energy (zero: lowest compared OMol25 entry of this formula, charge and spin)**: 116.33 kcal per mole
**Gap between HOMO and LUMO**: 8.6671 eV



This record from OMol25 describes a single C4H8N2OS molecule at a distorted geometry. The level of theory is wB97M-V/def2-TZVPD.

XYZ file:
```
16
Properties=species:S:1:pos:R:3
C 0.7089 2.0452 0.2476
C 0.7752 0.5474 0.4610
C 1.4459 -0.2625 -0.6796
C -0.5593 -0.9919 -0.3057
H 0.2276 2.2842 -0.6406
H 1.7451 2.4595 0.2568
H 0.1245 2.5106 1.0307
H 1.3079 0.2764 1.3703
H 1.8938 0.3009 -1.5039
H 2.2659 -0.8459 -0.2171
H -1.6976 -2.5220 -0.9340
H -3.6553 -1.0539 0.7169
N 0.3550 -1.0589 -1.2010
N -1.6506 -1.7849 -0.2524
O -0.5657 0.0184 0.5732
S -2.7211 -1.9224 1.0778
```

**Highest occupied orbital energy**: -0.319 Eh
**Relative energy (zero: lowest compared OMol25 entry of this formula, charge and spin)**: 22.88 kcal per mole
**Gap between HOMO and LUMO**: 9.4286 eV



This record from OMol25 describes a molecular structure, C3H5F2OP at a distorted geometry. The level of theory is wB97M-V/def2-TZVPD.

XYZ file:
```
12
Properties=species:S:1:pos:R:3
C -0.0685 0.4220 0.6207
C -0.9072 -0.4982 0.1429
C 3.4311 0.1267 -0.1582
O 1.5748 -1.9303 -0.3921
F 4.1657 -0.3513 0.8203
F 3.5757 1.4173 -0.2956
P 1.8253 -0.4696 -0.4088
H 0.1193 1.3246 0.1043
H 0.0271 0.3317 1.7173
H -1.2563 -1.2319 0.7866
H -1.3535 -0.4791 -0.9210
H 1.6125 0.1184 -1.5903
```

**Expectation value of S²**: 2.023
**Multiplicity**: 3
**Highest occupied orbital energy (alpha / beta)**: -0.255 / -0.371 Eh
**Relative energy (zero: lowest compared OMol25 entry of this formula, charge and spin)**: 24.84 kcal per mole
**Gap between HOMO and LUMO (alpha / beta)**: 7.7108 / 8.0547 eV



This record from OMol25 describes 3 unconnected molecules or ions with the total composition C25H45N3O9 at a distorted geometry. The level of theory is wB97M-V/def2-TZVPD.

XYZ file:
```
82
Properties=species:S:1:pos:R:3
C 3.5812 1.4207 -1.5088
C 3.3054 0.8820 -2.6901
C 3.0909 0.8370 -4.2940
C 1.8794 1.4373 -4.8417
C 0.8561 2.0416 -3.7609
C -0.4658 2.7427 -4.3485
N -1.2131 3.3139 -3.1320
N -1.4347 1.8174 -5.0109
N -0.1391 3.9650 -5.1918
C 1.7265 1.4172 -6.4336
O 0.7308 1.8105 -7.1140
C 2.9949 0.8807 -7.3102
C 4.1735 0.2942 -6.7503
C 5.4534 -0.2301 -7.5900
O 5.4303 0.4156 -8.8890
C 5.2899 -0.5414 -9.9747
C 3.9465 -1.4465 -9.9078
C 4.2359 0.1307 -5.1602
O 5.1418 -0.5542 -4.5850
H 4.0517 1.6530 -0.4751
H 0.6061 1.2157 -2.9927
H 1.4411 2.8736 -3.1865
H -0.5502 3.2324 -2.3241
H -1.9359 2.5886 -2.9085
H -1.3487 0.8456 -4.6767
H -2.4038 2.1661 -4.9781
H -1.0597 4.3914 -5.4394
H 0.2515 4.6388 -4.4919
H 2.9528 0.9648 -8.4673
H 5.5071 -1.3902 -7.6418
H 6.3867 0.0842 -6.9641
H 5.2206 0.0800 -10.9511
H 6.1896 -1.2565 -10.0828
H 3.8438 -1.9508 -10.9504
H 4.0129 -2.2651 -9.0896
H 2.9876 -0.8058 -9.7680
C 0.3279 1.4653 3.9588
O 0.9117 0.4177 3.2032
C 0.9880 -0.8170 3.9077
C 0.4909 -1.9845 3.0531
O -0.9056 -1.9845 2.7512
C -1.3913 -0.9397 1.9026
C -0.8837 -0.9703 0.4593
O 0.5036 -0.6588 0.3886
C 1.2502 -1.5515 -0.4210
H 1.0891 1.9360 4.5885
H -0.0606 2.2102 3.2583
H -0.5075 1.1166 4.5705
H 0.4164 -0.7845 4.8420
H 2.0414 -0.9825 4.1573
H 0.6634 -2.9021 3.6257
H 1.0807 -2.0939 2.1435
H -1.2336 0.0339 2.3646
H -2.4781 -1.0770 1.8686
H -1.4134 -0.2026 -0.1169
H -1.1037 -1.9465 0.0154
H 0.8965 -2.5837 -0.3262
H 2.2903 -1.5228 -0.0890
H 1.2024 -1.2307 -1.4652
C -4.2545 1.0958 5.1448
O -4.5133 -0.1687 5.7299
C -3.6626 -1.2033 5.2476
C -3.0881 -2.0376 6.3937
O -2.1620 -1.3655 7.2499
C -2.6671 -0.3020 8.0615
C -3.6618 -0.7133 9.1492
O -4.8986 -1.1422 8.5891
C -5.3826 -2.3576 9.1342
H -4.7871 1.1788 4.1923
H -4.6282 1.8654 5.8262
H -3.1862 1.2717 4.9984
H -2.8394 -0.8024 4.6456
H -4.2711 -1.8496 4.6062
H -2.5222 -2.8604 5.9437
H -3.8767 -2.5115 6.9773
H -3.0601 0.5013 7.4402
H -1.7890 0.1174 8.5655
H -3.8803 0.1595 9.7753
H -3.2127 -1.4862 9.7812
H -4.5718 -3.0625 9.3463
H -6.0441 -2.8204 8.3984
H -5.9526 -2.1538 10.0447
```

**Highest occupied orbital energy**: -0.334 Eh
**Gap between HOMO and LUMO**: 7.5590 eV



| no. | energy (a.u.) |
| --- | --- |
| 1 | -343.94011 |
| 2 | -8694.12134 |
| 3 | -394.78218 |
| 4 | -740.12556 |
| 5 | -733.44898 |
| 6 | -1820.57043 |